{"formula": "C28H48O11", "method": "wB97M-V/def2-TZVPD", "homo_ev": -8.84, "total_charge": 0, "smiles": "O=C1CCCO1.O=C1CCCO1.O=C1CCCO1.O=C1CCCO1.C1CCOC1.C1CCOC1.C1CCOC1", "elements": ["O", "C", "C", "C", "C", "O", "H", "H", "H", "H", "H", "H", "O", "C", "C", "C", "C", "O", "H", "H", "H", "H", "H", "H", "O", "C", "C", "C", "C", "O", "H", "H", "H", "H", "H", "H", "O", "C", "C", "C", "C", "O", "H", "H", "H", "H", "H", "H", "C", "C", "C", "O", "C", "H", "H", "H", "H", "H", "H", "H", "H", "C", "C", "C", "O", "C", "H", "H", "H", "H", "H", "H", "H", "H", "C", "C", "C", "O", "C", "H", "H", "H", "H", "H", "H", "H", "H"], "xyz": [[-28.955, -0.551, -1.997], [-29.303, 0.591, -1.904], [-28.471, 1.836, -2.025], [-29.513, 2.909, -2.389], [-30.783, 2.279, -1.744], [-30.618, 0.863, -1.825], [-28.026, 2.047, -1.050], [-27.656, 1.746, -2.738], [-29.330, 3.864, -1.907], [-29.713, 2.934, -3.459], [-30.751, 2.607, -0.699], [-31.745, 2.576, -2.150], [-26.431, 3.350, -4.535], [-26.678, 4.113, -5.445], [-27.963, 4.710, -5.876], [-27.575, 5.058, -7.359], [-26.072, 5.362, -7.265], [-25.691, 4.603, -6.144], [-28.767, 3.993, -5.731], [-28.155, 5.627, -5.314], [-27.752, 4.163, -7.960], [-28.113, 5.908, -7.775], [-25.637, 5.174, -8.246], [-25.913, 6.434, -7.113], [-31.432, 2.170, -5.340], [-30.764, 1.459, -6.015], [-31.216, 0.439, -7.044], [-29.943, 0.260, -7.876], [-28.845, 0.512, -6.838], [-29.409, 1.441, -5.938], [-31.493, -0.504, -6.577], [-32.061, 0.888, -7.559], [-29.873, -0.690, -8.408], [-29.918, 0.949, -8.725], [-28.443, -0.397, -6.385], [-27.960, 0.960, -7.296], [-25.358, 5.857, -10.367], [-26.306, 5.726, -11.094], [-26.452, 4.689, -12.181], [-27.636, 5.262, -12.996], [-28.439, 5.993, -11.895], [-27.423, 6.427, -10.978], [-25.530, 4.584, -12.748], [-26.700, 3.697, -11.806], [-27.358, 5.978, -13.771], [-28.204, 4.525, -13.563], [-28.801, 6.933, -12.314], [-29.250, 5.480, -11.385], [-24.506, 5.891, -2.290], [-23.865, 7.239, -2.155], [-22.465, 7.059, -2.662], [-22.488, 5.967, -3.580], [-23.743, 5.255, -3.442], [-25.580, 5.930, -2.473], [-24.446, 5.320, -1.357], [-23.883, 7.798, -1.216], [-24.382, 7.977, -2.787], [-21.803, 6.766, -1.829], [-21.910, 7.926, -3.031], [-23.485, 4.196, -3.413], [-24.278, 5.371, -4.388], [-32.400, 6.030, -5.389], [-31.907, 7.433, -5.314], [-31.813, 7.549, -3.765], [-31.344, 6.287, -3.388], [-31.588, 5.218, -4.364], [-32.316, 5.639, -6.413], [-33.480, 5.934, -5.227], [-32.430, 8.231, -5.834], [-30.892, 7.375, -5.729], [-32.796, 7.834, -3.380], [-31.065, 8.308, -3.533], [-32.196, 4.446, -3.906], [-30.658, 4.856, -4.794], [-21.561, 2.881, -9.955], [-21.909, 3.682, -8.713], [-23.187, 2.987, -8.201], [-23.879, 2.804, -9.450], [-22.943, 2.651, -10.538], [-21.025, 1.937, -9.843], [-20.910, 3.495, -10.580], [-22.123, 4.733, -8.897], [-21.096, 3.576, -7.990], [-23.831, 3.512, -7.500], [-22.880, 2.068, -7.685], [-23.166, 3.532, -11.150], [-23.186, 1.714, -11.034]], "atomic_forces_ev_per_a": [[0.511, -0.207, 0.299], [0.120, -1.128, -1.049], [-0.300, 0.806, 0.143], [-0.973, -1.121, 0.403], [0.688, 1.010, 0.619], [-0.254, 0.766, 0.214], [-0.008, -0.010, 0.038], [-0.088, -0.213, -0.068], [0.100, 0.250, -0.505], [0.471, 0.412, -0.089], [-0.333, -0.369, 0.158], [0.090, -0.151, -0.324], [-0.666, 0.293, -0.454], [0.050, -0.947, 2.441], [-0.132, 0.313, -1.448], [-0.747, 0.104, 0.648], [-2.101, 0.976, -0.762], [2.856, 0.106, -1.283], [-0.087, 0.132, -0.141], [0.020, -0.114, 0.169], [0.048, 0.125, -0.173], [-0.167, -0.167, -0.046], [0.789, -0.801, 0.560], [0.112, -0.113, 0.486], [-0.368, 0.709, 0.457], [0.432, -1.216, -0.147], [0.427, 0.438, -0.381], [-0.342, -0.422, -0.680], [0.780, -0.119, -1.533], [-0.050, 0.341, 0.676], [-0.185, 0.142, 0.240], [-0.082, -0.329, -0.141], [0.045, -0.291, 0.558], [0.139, 0.532, 0.418], [-0.615, 0.017, 0.554], [-0.141, 0.262, 0.055], [-0.138, 0.448, -0.134], [0.931, -1.492, 0.483], [-0.503, 0.433, -1.354], [-0.372, -0.590, 0.184], [0.643, 1.115, -1.266], [-0.682, 0.448, 0.696], [0.046, 0.096, 0.060], [0.023, 0.119, 0.426], [0.443, 0.186, 0.309], [-0.110, -0.223, 0.409], [-0.501, -0.192, 0.112], [0.241, -0.333, 0.063], [-0.496, -0.993, 0.894], [-0.383, 2.362, -0.675], [1.428, -1.013, 0.975], [-0.304, 0.464, 0.010], [0.535, 0.228, -1.079], [0.063, 0.163, -0.273], [0.411, -0.076, -0.095], [0.002, -0.790, 0.436], [-0.008, -0.344, -0.360], [-0.220, -0.212, 0.157], [-0.654, 0.110, -0.701], [-0.256, -0.049, 0.617], [-0.080, 0.144, 0.134], [-1.302, -1.743, -2.003], [0.974, -0.025, 1.005], [0.455, 0.595, -2.179], [0.665, -1.253, 1.222], [-1.186, 2.742, -0.212], [0.306, -0.130, 0.161], [0.088, 0.195, 0.508], [-0.387, -0.200, 0.082], [0.072, 0.474, 0.162], [0.029, -0.261, 0.387], [-0.094, -0.064, 0.513], [0.283, -0.243, 0.053], [0.102, -0.113, 0.326], [0.113, 0.096, -0.682], [0.247, -0.775, 1.810], [0.929, 0.210, -1.077], [-0.432, -0.852, 0.811], [-0.885, 1.407, 0.341], [-0.066, 0.077, 0.750], [-0.224, -0.095, -0.334], [0.174, 0.005, -0.296], [-0.075, 0.400, 0.093], [0.048, 0.379, -0.231], [-0.289, -0.363, -0.379], [-0.081, -0.447, -0.597], [0.441, -0.042, -0.175]], "lowdin_charge": [0.11, -0.50, -0.06, -0.13, -0.16, 0.03, 0.13, 0.11, 0.12, 0.08, 0.12, 0.12, 0.11, -0.52, -0.05, -0.12, -0.15, 0.02, 0.10, 0.14, 0.11, 0.11, 0.09, 0.14, 0.13, -0.47, -0.06, -0.15, -0.16, 0.01, 0.13, 0.13, 0.11, 0.11, 0.13, 0.12, 0.11, -0.50, -0.06, -0.14, -0.13, 0.03, 0.12, 0.13, 0.11, 0.11, 0.12, 0.12, -0.16, -0.19, -0.23, -0.14, -0.17, 0.11, 0.11, 0.11, 0.11, 0.11, 0.12, 0.12, 0.10, -0.21, -0.17, -0.22, -0.15, -0.14, 0.11, 0.12, 0.11, 0.11, 0.12, 0.12, 0.11, 0.08, -0.18, -0.16, -0.18, -0.18, -0.19, 0.11, 0.11, 0.12, 0.11, 0.10, 0.12, 0.11, 0.11]}

{"formula": "C2H6OS2", "method": "wB97M-V/def2-TZVPD", "homo_ev": -9.02, "total_charge": 0, "smiles": "C=CO.SS", "elements": ["C", "C", "O", "H", "H", "H", "H", "S", "S", "H", "H"], "xyz": [[1.330, 0.863, 0.439], [1.225, -0.388, -0.037], [0.782, -0.633, -1.319], [1.424, 0.827, 1.521], [1.430, 1.801, -0.076], [1.597, -1.172, 0.611], [0.577, -1.554, -1.264], [-2.375, 0.967, -0.535], [-2.525, -0.861, 0.395], [-1.367, 0.629, -1.341], [-2.098, -0.477, 1.606]], "atomic_forces_ev_per_a": [[0.407, -1.470, 0.813], [-0.075, 2.534, -0.298], [0.862, 0.026, 0.895], [0.629, 0.562, -0.110], [-0.739, 0.041, -0.297], [-0.760, -0.600, -0.247], [-0.388, -1.073, -0.751], [-0.244, 0.016, -0.068], [-0.168, -0.057, 0.089], [0.314, 0.047, -0.017], [0.163, -0.026, -0.010]], "nbo_charge": [-0.51, 0.12, -0.68, 0.20, 0.22, 0.18, 0.48, -0.13, -0.14, 0.14, 0.13]}

{"formula": "C3H5BrO", "method": "wB97M-V/def2-TZVPD", "homo_ev": -9.61, "total_charge": 0, "smiles": "O[C@H]1C[C@@H]1Br", "elements": ["O", "C", "C", "C", "Br", "H", "H", "H", "H", "H"], "xyz": [[-1.184, -1.171, 0.085], [-0.131, -0.451, -0.431], [0.133, 1.021, -0.040], [1.016, -0.045, 0.560], [2.853, -0.111, -0.043], [-2.073, -0.958, -0.388], [0.151, -0.655, -1.361], [0.346, 1.612, -1.069], [-0.539, 1.543, 0.547], [0.859, -0.293, 1.697]], "atomic_forces_ev_per_a": [[-2.577, -0.062, -0.645], [0.272, 2.341, 5.093], [0.811, -0.477, -4.078], [-1.332, -0.285, 0.311], [-0.381, -0.182, 0.281], [2.538, -0.331, 1.112], [1.231, -1.078, -3.744], [0.303, -1.228, 2.879], [-1.243, 0.761, 1.341], [0.378, 0.541, -2.550]], "nbo_charge": [-0.71, 0.10, -0.46, -0.31, 0.02, 0.48, 0.17, 0.23, 0.22, 0.26]}

{"formula": "C5H8BrClO2", "method": "wB97M-V/def2-TZVPD", "homo_ev": [-9.01, -9.01], "total_charge": 0, "elements": ["C", "C", "C", "C", "C", "O", "O", "Cl", "Br", "H", "H", "H", "H", "H", "H", "H", "H"], "xyz": [[-0.869, -0.871, 0.812], [-1.094, -0.811, -0.734], [-0.722, 0.505, 1.417], [0.785, 0.622, -1.332], [1.782, 0.553, -0.175], [0.095, -0.603, -1.483], [0.593, 0.814, 1.686], [2.880, 1.786, -0.220], [2.478, -1.102, 0.165], [-1.763, -1.283, 1.124], [0.005, -1.540, 1.240], [-1.526, -1.843, -1.074], [-1.863, -0.055, -0.953], [-1.026, 1.196, 0.746], [-1.095, 0.464, 2.442], [0.097, 1.390, -1.361], [1.242, 0.778, -2.300]], "atomic_forces_ev_per_a": [[1.986, -0.434, -0.793], [0.303, -2.105, 0.618], [2.438, -2.654, 1.870], [-0.012, -2.845, -0.097], [-2.896, 0.335, 1.103], [-0.173, -0.105, -0.444], [3.189, 0.050, -2.355], [0.895, 1.420, 0.419], [0.589, -0.885, 0.244], [-1.983, -1.064, 1.050], [-1.814, 1.177, -1.328], [0.948, 1.883, 0.374], [0.210, 0.029, 0.002], [-2.337, 2.633, -1.639], [-1.010, 0.585, -0.117], [-1.462, 2.173, 1.117], [1.130, -0.193, -0.024]], "nbo_charge": [-0.47, -0.06, -0.09, -0.17, -0.03, -0.54, -0.58, 0.14, 0.21, 0.21, 0.23, 0.20, 0.17, 0.15, 0.20, 0.21, 0.23]}

{"formula": "C25H65N5O10S5", "method": "wB97M-V/def2-TZVPD", "homo_ev": -8.56, "total_charge": 0, "elements": ["C", "C", "O", "N", "C", "H", "H", "H", "H", "H", "H", "H", "C", "C", "O", "N", "C", "H", "H", "H", "H", "H", "H", "H", "C", "C", "O", "N", "C", "H", "H", "H", "H", "H", "H", "H", "C", "C", "O", "N", "C", "H", "H", "H", "H", "H", "H", "H", "C", "C", "O", "N", "C", "H", "H", "H", "H", "H", "H", "H", "C", "S", "O", "C", "H", "H", "H", "H", "H", "H", "C", "S", "O", "C", "H", "H", "H", "H", "H", "H", "C", "S", "O", "C", "H", "H", "H", "H", "H", "H", "C", "S", "O", "C", "H", "H", "H", "H", "H", "H", "C", "S", "O", "C", "H", "H", "H", "H", "H", "H"], "xyz": [[8.538, 2.503, -1.193], [7.296, 1.652, -1.146], [7.432, 0.545, -0.732], [6.157, 2.194, -1.594], [4.819, 1.609, -1.678], [9.099, 2.294, -2.104], [9.171, 2.313, -0.326], [8.275, 3.560, -1.235], [6.271, 3.158, -1.874], [4.052, 2.380, -1.750], [4.546, 0.848, -0.946], [4.808, 1.153, -2.667], [4.262, 5.145, 4.446], [4.264, 4.429, 3.087], [4.564, 5.051, 2.077], [4.007, 3.143, 2.992], [3.725, 2.242, 4.036], [4.287, 6.229, 4.337], [5.135, 4.834, 5.020], [3.332, 4.915, 4.965], [4.214, 2.786, 2.070], [3.320, 2.720, 4.928], [4.611, 1.618, 4.158], [2.945, 1.565, 3.688], [0.828, -4.391, -0.013], [0.686, -2.878, 0.117], [1.533, -2.145, 0.607], [-0.396, -2.383, -0.534], [-0.722, -0.971, -0.678], [0.995, -4.762, 0.999], [1.734, -4.676, -0.548], [-0.022, -4.823, -0.541], [-1.003, -3.079, -0.944], [-0.259, -0.662, -1.615], [-0.302, -0.241, 0.013], [-1.807, -0.867, -0.654], [-5.679, 4.011, -1.521], [-6.514, 2.777, -1.130], [-6.102, 1.904, -0.343], [-7.729, 2.778, -1.602], [-8.849, 2.042, -0.963], [-5.419, 4.625, -0.658], [-6.068, 4.576, -2.368], [-4.693, 3.635, -1.797], [-8.011, 3.394, -2.352], [-9.846, 2.456, -1.109], [-8.710, 1.861, 0.103], [-8.715, 1.100, -1.494], [-0.962, 6.730, -5.399], [-0.922, 5.242, -5.340], [-0.493, 4.763, -4.333], [-1.247, 4.528, -6.435], [-1.019, 3.091, -6.437], [-1.461, 7.111, -4.508], [-1.478, 7.172, -6.252], [0.088, 7.016, -5.335], [-1.532, 4.934, -7.315], [0.059, 2.933, -6.459], [-1.509, 2.586, -7.269], [-1.335, 2.737, -5.455], [-5.635, -2.458, -2.732], [-5.228, -4.136, -2.030], [-3.706, -4.254, -2.039], [-5.522, -3.684, -0.270], [-6.723, -2.402, -2.692], [-5.142, -2.374, -3.701], [-5.149, -1.708, -2.109], [-4.854, -2.883, 0.046], [-5.302, -4.602, 0.275], [-6.602, -3.540, -0.246], [-1.770, -1.505, 4.722], [-2.123, 0.254, 4.212], [-1.719, 1.233, 5.335], [-3.938, 0.245, 4.389], [-2.158, -2.318, 4.110], [-2.104, -1.597, 5.756], [-0.681, -1.530, 4.687], [-4.400, -0.247, 3.534], [-4.337, 1.257, 4.468], [-4.275, -0.387, 5.211], [1.729, -10.406, -1.651], [0.784, -9.702, -3.085], [1.765, -9.430, -4.227], [-0.241, -11.193, -3.611], [2.273, -11.303, -1.945], [1.161, -10.689, -0.764], [2.570, -9.755, -1.414], [0.452, -11.955, -3.969], [-0.848, -10.845, -4.447], [-0.852, -11.584, -2.797], [5.903, -3.701, 2.254], [6.286, -4.812, 3.681], [7.466, -4.118, 4.368], [4.816, -4.548, 4.782], [5.157, -4.219, 1.651], [6.838, -3.501, 1.730], [5.481, -2.755, 2.593], [3.898, -4.177, 4.325], [5.115, -3.713, 5.416], [4.584, -5.467, 5.320], [-2.674, 5.561, 2.902], [-1.420, 6.358, 1.822], [-0.462, 7.220, 2.689], [-0.569, 4.791, 1.409], [-3.072, 4.746, 2.297], [-3.387, 6.331, 3.197], [-2.204, 5.133, 3.788], [-0.103, 4.236, 2.223], [0.072, 4.913, 0.536], [-1.398, 4.212, 1.003]], "atomic_forces_ev_per_a": [[-0.170, 1.149, -0.412], [1.068, 0.786, -0.075], [-0.621, -2.771, 0.857], [-0.618, 1.357, 0.315], [0.427, -0.177, -1.440], [0.025, -0.195, 0.036], [-0.204, -0.090, -0.125], [0.209, 0.195, 0.119], [-0.442, -0.170, 0.046], [0.230, 0.167, 0.489], [0.493, 0.285, 0.209], [-0.434, -0.537, 0.027], [-0.558, -0.436, -0.375], [0.932, 2.777, -0.022], [0.081, 0.337, -0.266], [-0.378, -0.454, -0.525], [-0.419, -1.469, -0.058], [0.128, -0.233, -0.426], [-0.151, -0.132, 0.163], [0.164, -0.114, 0.355], [-0.166, -0.091, 0.057], [0.556, -0.029, -0.024], [-0.026, -0.056, 0.952], [-0.171, -0.128, 0.109], [0.257, 0.379, 0.450], [0.719, 0.492, -1.247], [-0.211, -0.417, 0.415], [-0.185, -0.294, 0.977], [0.272, -0.048, -0.719], [-0.439, -0.337, -0.024], [0.022, 0.407, -0.170], [0.011, -0.252, 0.400], [-0.215, 0.459, -0.055], [-0.607, 0.293, -0.383], [0.165, -0.864, 0.701], [0.110, 0.142, -0.354], [0.990, -1.263, -0.231], [2.615, 0.060, 1.896], [-0.441, 1.237, -0.903], [-3.684, 0.879, -0.223], [1.261, -1.251, -0.957], [-0.698, 0.107, 0.076], [-0.139, 0.111, 0.284], [0.060, -0.083, -0.308], [0.360, 0.195, 0.377], [0.394, 0.317, -0.407], [0.415, 0.262, -0.157], [-1.102, -0.601, 0.559], [-0.480, 0.695, -0.187], [-0.203, 1.317, -1.083], [0.524, -1.712, 1.669], [-0.565, -0.687, -0.984], [0.518, 0.398, 0.737], [0.119, -0.138, 0.071], [0.287, -0.065, -0.215], [-0.117, 0.370, -0.205], [0.124, 0.366, 0.499], [0.058, -0.350, -0.239], [-0.047, 0.181, 0.197], [-0.225, -0.386, -0.244], [0.691, -0.848, 0.794], [2.329, 1.321, 0.856], [-1.377, -0.063, -0.498], [-0.598, -1.091, -1.093], [0.105, 0.330, -0.430], [-0.577, -0.313, -0.196], [-0.236, -0.034, 0.236], [-0.363, 0.111, -0.219], [0.077, 0.074, 0.034], [0.049, 0.591, 0.582], [0.298, 1.025, 0.521], [-0.551, 1.265, 1.514], [-0.105, -1.979, -1.544], [-0.333, -1.033, -0.450], [-0.269, 0.464, -0.276], [0.016, -0.062, -0.009], [-0.004, -0.131, 0.090], [0.177, 0.181, -0.429], [0.426, -0.048, 0.056], [0.366, 0.348, 0.465], [0.732, -0.810, -0.761], [0.498, -0.174, -0.867], [-1.175, -0.726, 1.713], [1.069, 0.575, 0.251], [-0.292, -0.293, -0.449], [-0.380, 0.497, -0.188], [-0.513, 0.623, 0.057], [0.028, 0.025, 0.045], [0.008, 0.067, 0.179], [0.026, 0.219, 0.023], [-0.561, -0.323, 0.832], [1.200, 1.447, 0.297], [-1.600, -1.004, -0.563], [0.104, 0.698, -0.351], [0.157, 0.056, -0.242], [-0.092, -0.325, 0.055], [0.082, -0.044, 0.163], [0.104, -0.304, -0.658], [0.272, -0.329, 0.362], [0.323, 0.159, 0.083], [0.772, 0.205, -0.142], [2.181, 0.773, 1.864], [-1.953, -1.602, -1.467], [-0.864, 0.005, -0.765], [-0.473, 0.236, 0.115], [-0.102, -0.238, -0.185], [0.160, 0.116, -0.025], [0.010, 0.447, 0.124], [0.353, 0.380, 0.401], [-0.072, -0.356, 0.096]], "lowdin_charge": [-0.01, -0.61, 0.06, 0.01, -0.06, 0.08, 0.09, 0.07, 0.13, 0.08, 0.09, 0.08, 0.00, -0.57, 0.01, 0.00, -0.08, 0.08, 0.08, 0.07, 0.15, 0.09, 0.09, 0.08, 0.00, -0.56, 0.02, 0.00, -0.06, 0.08, 0.08, 0.07, 0.12, 0.08, 0.08, 0.08, 0.00, -0.57, 0.00, 0.00, -0.04, 0.08, 0.07, 0.08, 0.14, 0.08, 0.08, 0.08, -0.01, -0.62, 0.06, 0.00, -0.07, 0.09, 0.07, 0.09, 0.13, 0.09, 0.08, 0.08, -0.24, 0.84, -0.61, -0.26, 0.04, 0.05, 0.04, 0.06, 0.04, 0.04, -0.25, 0.82, -0.59, -0.27, 0.05, 0.05, 0.04, 0.04, 0.05, 0.05, -0.27, 0.82, -0.58, -0.24, 0.04, 0.05, 0.04, 0.05, 0.04, 0.04, -0.25, 0.83, -0.59, -0.26, 0.04, 0.05, 0.05, 0.04, 0.05, 0.04, -0.26, 0.84, -0.59, -0.27, 0.04, 0.04, 0.06, 0.06, 0.05, 0.03]}